Record 1
The following is a DFT calculation (ωB97M-V/def2-TZVPD) of C26H29BrMoN6O2Se2 as an isolated structure in a non-equilibrium geometry.

Output
HOMO (spin up / spin down) ... -19.43 / -19.43 eV
Total energy ... -8930.83059 Eh
Total charge ... +4
Strongest force on any atom ... 1.29 eV/A
Orbital gap (spin up / spin down) ... 5.0053 / 5.0234 eV

CARTESIAN COORDINATES (ANGSTROEM)
Mo: 0.059 0.128 -0.114
Br: 4.213 -2.570 -2.857
Se: 0.041 2.030 1.374
Se: -1.524 1.237 -1.515
O: -2.790 5.802 -0.990
O: 0.658 3.795 -0.255
N: 2.423 -1.490 2.933
N: -0.969 -1.320 1.417
N: -1.299 -3.587 -1.511
N: 1.602 -0.338 1.220
N: 1.672 0.364 -1.467
N: -0.537 -1.514 -1.275
C: -1.101 -2.576 -0.673
C: -0.069 -1.563 2.569
C: -1.750 3.904 -0.043
C: 5.110 0.927 1.004
C: -1.640 3.048 1.219
C: 3.496 -0.804 2.393
C: 4.843 -0.763 2.726
C: 1.989 1.437 -2.206
C: 3.009 1.409 -3.148
C: -0.445 4.695 -0.232
C: -1.482 -2.551 0.768
C: 2.964 -0.041 1.329
C: -0.827 -3.876 -3.980
C: -0.869 -3.201 -2.768
C: -2.876 4.972 0.123
C: 5.641 0.108 2.005
C: 3.771 0.870 0.653
C: -0.354 -3.162 -5.070
C: -2.146 3.088 -1.284
C: 2.348 -0.771 -1.667
C: 0.034 -1.163 -3.735
C: 1.335 -1.182 2.233
C: 3.371 -0.894 -2.606
C: 3.725 0.240 -3.345
C: 0.056 -1.832 -4.949
C: -0.412 -1.872 -2.621
H: -1.102 -3.452 1.263
H: -1.785 -0.824 1.784
H: -2.460 2.322 1.257
H: -0.495 5.261 -1.170
H: -0.306 -3.639 -6.038
H: 0.401 -1.309 -5.830
H: 5.257 -1.377 3.508
H: -3.860 4.490 0.197
H: -0.335 5.408 0.591
H: -3.521 6.434 -1.014
H: -1.876 3.635 -2.194
H: 3.369 1.549 -0.086
H: 2.477 -2.076 3.760
H: 4.527 0.187 -4.065
H: -1.697 3.683 2.106
H: -2.578 -2.599 0.841
H: -1.134 -4.905 -4.072
H: 3.238 2.301 -3.713
H: -0.108 -2.607 2.904
H: 0.324 -0.120 -3.677
H: -1.716 -4.485 -1.292
H: 5.759 1.628 0.500
H: 1.468 4.311 -0.122
H: 2.084 -1.644 -1.070
H: -2.700 5.526 1.057
H: -3.237 2.965 -1.315
H: -0.384 -0.945 3.424
H: 6.694 0.180 2.232
H: 1.418 2.342 -2.030

Cartesian forces (eV/Å) of the 6 atoms listed first:
-1.01 -0.52 0.45
-0.30 0.64 0.14
-0.38 0.26 -1.09
0.08 0.02 0.45
0.06 0.06 -0.45
0.31 -0.48 0.31



Record 2
The following is a DFT calculation (ωB97M-V/def2-TZVPD) of a 2-piece molecular cluster, C2H3NO2 overall in a non-equilibrium geometry.

Output
HOMO ... -10.54 eV
Total energy ... -283.23180 Eh
Energy relative to the best compared isomer or geometry (same formula, charge and spin) ... 68.8 kJ/mol
Total charge ... 0
Strongest force on any atom ... 1.47 eV/A
Orbital gap ... 11.5637 eV

CARTESIAN COORDINATES (ANGSTROEM)
O: 2.048 -0.718 -1.939
O: -1.523 0.227 -0.192
N: 0.497 0.001 0.834
C: 0.936 -0.506 -1.875
C: -0.743 0.254 0.892
H: 0.932 0.089 1.746
H: -0.936 -0.004 -0.939
H: -1.315 0.520 1.786

Cartesian forces (eV/Å) of the 6 atoms listed first:
-1.32 0.24 0.02
0.13 -0.07 -0.15
-0.34 0.14 0.18
1.42 -0.29 -0.23
0.28 0.01 0.23
-0.04 -0.04 0.01



Record 3
The following is a DFT calculation (ωB97M-V/def2-TZVPD) of a 4-piece molecular cluster, C20H43BClFO6 overall.

Output
SMILES string ... CC(=O)OCCCCB(F)CC(=O)Cl.CCOCC.CCOCC.CCOCC
HOMO ... -9.56 eV
Total energy ... -1824.23277 Eh
Total charge ... 0
Strongest force on any atom ... 0.60 eV/A
Orbital gap ... 10.0689 eV

CARTESIAN COORDINATES (ANGSTROEM)
Cl: 2.444 -1.859 -2.748
F: -0.224 0.504 -1.966
O: 2.949 -0.612 -0.528
O: 0.463 2.110 -6.478
O: -3.776 5.228 -5.950
O: -1.149 0.660 -5.900
O: 0.965 -0.619 4.354
O: 3.187 -3.736 8.209
C: -1.888 -1.143 -3.796
C: -4.153 7.166 -4.475
C: -1.827 2.700 -6.874
C: 2.905 -4.898 7.451
C: -0.135 -0.246 -5.440
C: -3.226 6.421 -5.419
C: -0.707 1.819 -6.411
C: 1.493 -1.248 5.509
C: -0.836 -1.469 -4.870
C: 2.493 -1.681 2.736
C: 1.878 -0.409 3.292
C: 2.111 -1.192 -1.112
C: -4.800 6.254 -7.943
C: 0.708 -1.452 -0.703
C: 1.610 -5.592 7.835
C: 3.330 -3.920 9.606
C: -1.485 -1.621 -2.394
C: 2.626 -0.489 6.173
C: -4.958 5.372 -6.716
C: 4.455 -4.863 9.996
B: -0.334 -0.809 -1.725
H: 2.309 0.521 6.437
H: 3.107 -2.198 3.475
H: 0.579 -1.054 0.303
H: -2.354 -1.494 -1.732
H: 3.537 -2.924 9.999
H: 0.769 -4.901 7.757
H: 0.484 -0.528 -6.290
H: -0.078 -2.148 -4.484
H: 3.501 -0.407 5.527
H: 1.294 0.087 2.515
H: 3.746 -5.600 7.495
H: 2.383 -4.244 10.051
H: -2.662 2.638 -6.181
H: -2.887 7.081 -6.226
H: 4.545 -4.903 11.082
H: 5.403 -4.520 9.581
H: -4.564 7.286 -7.681
H: -1.279 -2.692 -2.392
H: 0.568 -2.533 -0.693
H: 2.662 0.297 3.589
H: -5.215 4.359 -7.027
H: -2.335 6.102 -4.879
H: -2.090 -0.074 -3.772
H: 1.429 -6.436 7.169
H: 4.280 -5.880 9.643
H: -2.833 -1.613 -4.067
H: 2.840 -4.550 6.420
H: 1.636 -5.976 8.855
H: -4.463 6.518 -3.654
H: -1.473 3.725 -6.886
H: 3.128 -1.442 1.884
H: 2.934 -1.010 7.080
H: 1.803 -2.275 5.280
H: -5.783 5.729 -6.089
H: -4.001 5.878 -8.584
H: 1.712 -2.372 2.410
H: -2.148 2.417 -7.873
H: 0.651 -1.323 6.198
H: -5.052 7.524 -4.979
H: -1.325 -1.980 -5.701
H: -3.640 8.033 -4.059
H: -5.728 6.264 -8.515
H: 0.491 0.243 -4.696

Cartesian forces (eV/Å) of the 6 atoms listed first:
0.06 -0.11 -0.23
0.04 -0.27 0.06
0.50 0.27 0.19
-0.15 -0.18 0.03
0.04 -0.09 0.02
-0.06 -0.08 0.02



Record 4
The following is a DFT calculation (ωB97M-V/def2-TZVPD) of a 10-piece molecular cluster, C31H89N7O10 overall in a non-equilibrium geometry.

Output
SMILES string ... COC[C@H](C)N.COC[C@H](C)N.COC[C@H](C)N.COC[C@H](C)N.COC[C@H](C)N.COC[C@H](C)N.COC[C@H](C)N.CO.CO.CO
HOMO ... -8.73 eV
Total energy ... -2369.94701 Eh
Energy relative to the best compared isomer or geometry (same formula, charge and spin) ... 298.6 kJ/mol
Total charge ... 0
Strongest force on any atom ... 2.74 eV/A
Orbital gap ... 9.1078 eV

CARTESIAN COORDINATES (ANGSTROEM)
O: 0.400 -1.678 6.507
O: -0.021 6.913 -1.170
O: -3.601 -1.642 -3.465
O: -1.252 -0.683 0.294
O: 3.911 -2.590 -1.078
O: -0.468 -5.336 -0.562
O: 2.297 3.048 -0.030
O: 1.635 1.373 -6.663
O: -2.859 2.576 -1.285
O: -2.614 3.498 5.159
N: -2.711 1.126 2.200
N: -5.766 -2.435 -1.810
N: -0.643 -2.664 2.005
N: 1.821 -1.774 3.912
N: 1.112 1.575 -3.706
N: 3.574 -6.387 -0.171
N: -0.209 3.240 -1.807
C: -3.240 2.499 4.280
C: -2.589 -1.944 -4.377
C: -1.965 3.466 2.145
C: 1.036 0.425 3.280
C: 3.678 -2.011 0.232
C: -3.384 -2.379 -2.241
C: 0.351 -4.920 2.353
C: -0.209 4.618 -2.073
C: 4.087 -5.018 -0.109
C: -0.030 -3.857 1.346
C: 3.518 -3.993 -1.165
C: -0.046 -0.241 -0.241
C: 1.365 -0.531 4.426
C: 2.088 1.288 -7.997
C: -4.533 -1.966 -1.246
C: -1.340 3.250 5.868
C: -1.251 5.054 -3.044
C: 2.659 1.740 -5.728
C: -4.374 -2.511 0.191
C: 0.061 7.785 0.020
C: 1.205 -1.101 7.480
C: 2.103 2.393 -4.444
C: 0.137 -0.860 5.323
C: -1.056 -4.362 0.214
C: -3.036 1.405 -2.061
C: -2.310 2.234 3.019
C: 3.142 2.797 -3.397
C: 1.905 3.349 1.350
C: -0.208 5.533 -0.793
C: -1.217 -5.749 -1.667
C: 5.608 -5.144 -0.087
H: 1.852 0.472 2.560
H: 1.829 -2.499 4.616
H: -0.587 -5.339 2.717
H: 1.307 0.923 -8.664
H: -0.539 -1.399 4.659
H: -3.424 -3.453 -2.422
H: 2.695 3.284 -2.530
H: 3.796 -4.316 -2.168
H: 0.645 -0.254 7.879
H: 1.572 0.763 -3.320
H: 5.967 -5.920 0.589
H: -4.418 -3.598 0.247
H: -5.015 -2.150 0.995
H: -4.555 -0.883 -1.122
H: -1.154 4.167 6.429
H: 3.272 0.882 -5.452
H: 2.566 -6.366 -0.104
H: -1.398 2.430 6.584
H: -3.020 0.574 -1.356
H: -3.373 -2.223 0.511
H: -0.488 3.061 5.215
H: -0.944 -1.953 1.353
H: 0.160 2.723 -2.592
H: 0.905 7.438 0.615
H: 0.605 -1.097 -0.422
H: 5.894 -5.598 -1.036
H: -1.385 4.179 2.731
H: 2.970 0.652 -8.079
H: 1.073 -2.031 3.285
H: -3.438 1.577 4.827
H: 0.867 -3.642 0.766
H: -0.082 0.266 -1.205
H: 0.496 0.491 0.358
H: 0.688 5.271 -0.231
H: -2.680 -1.318 -5.264
H: -2.551 -3.011 -4.595
H: -1.189 6.133 -3.184
H: 3.928 3.469 -3.740
H: -3.614 1.349 1.806
H: 0.829 3.235 1.477
H: 0.855 1.437 3.641
H: -5.694 -2.263 -2.802
H: 0.473 1.217 -4.401
H: -0.382 0.049 5.625
H: -2.960 0.366 2.817
H: -0.584 -6.454 -2.205
H: -1.610 -1.689 -3.970
H: -1.760 0.068 0.610
H: 2.211 -0.850 7.143
H: -2.426 -2.004 -1.879
H: 1.489 3.259 -4.695
H: 2.140 4.361 1.681
H: -1.279 -3.492 -0.403
H: 2.166 -0.070 5.005
H: -2.261 4.947 -2.649
H: 4.361 -2.459 0.953
H: -1.065 5.398 -0.132
H: 3.201 3.358 -0.125
H: 0.222 8.821 -0.278
H: 3.732 -4.614 0.838
H: 3.788 1.968 -3.107
H: -1.260 4.693 -4.072
H: 2.629 -2.065 0.524
H: 3.962 -0.980 0.018
H: -5.710 -3.436 -1.692
H: 0.439 3.029 -1.062
H: 0.916 -4.434 3.149
H: 6.005 -4.130 -0.048
H: -1.428 3.215 1.230
H: -1.355 1.904 3.427
H: 0.994 -5.722 1.990
H: -1.931 2.784 -1.413
H: 1.311 -1.851 8.263
H: -1.518 -4.978 -2.376
H: -2.880 3.992 1.874
H: -0.848 7.695 0.615
H: -2.136 -6.134 -1.225
H: -1.925 -4.784 0.719
H: 2.435 -4.069 -1.063
H: 3.379 2.436 -6.158
H: 0.224 0.026 2.672
H: 0.722 4.865 -2.583
H: 2.395 2.730 2.101
H: -4.179 2.812 3.826
H: -1.537 -2.971 2.360
H: 2.247 2.345 -8.209
H: -2.216 1.259 -2.764
H: 3.806 -6.745 -1.086
H: -3.981 1.465 -2.601

Cartesian forces (eV/Å) of the 6 atoms listed first:
-0.41 -0.26 -2.49
-0.51 0.51 1.09
-0.50 -0.59 0.66
-0.39 0.13 -0.69
-0.35 -1.63 0.81
1.63 -0.18 -0.46



Repeat the second record exactly.
The following is a DFT calculation (ωB97M-V/def2-TZVPD) of a 2-piece molecular cluster, C2H3NO2 overall in a non-equilibrium geometry.

Output
HOMO ... -10.54 eV
Total energy ... -283.23180 Eh
Energy relative to the best compared isomer or geometry (same formula, charge and spin) ... 68.8 kJ/mol
Total charge ... 0
Strongest force on any atom ... 1.47 eV/A
Orbital gap ... 11.5637 eV

CARTESIAN COORDINATES (ANGSTROEM)
O: 2.048 -0.718 -1.939
O: -1.523 0.227 -0.192
N: 0.497 0.001 0.834
C: 0.936 -0.506 -1.875
C: -0.743 0.254 0.892
H: 0.932 0.089 1.746
H: -0.936 -0.004 -0.939
H: -1.315 0.520 1.786

Cartesian forces (eV/Å) of the 6 atoms listed first:
-1.32 0.24 0.02
0.13 -0.07 -0.15
-0.34 0.14 0.18
1.42 -0.29 -0.23
0.28 0.01 0.23
-0.04 -0.04 0.01